(1)
Entry from OMol25: one molecule with the formula C3H8N2O2 at a distorted geometry (wB97M-V/def2-TZVPD).

ORCA input file:
```
! RIJCOSX wB97M-V def2-TZVPD def2/J DEFGRID3
* xyz 0 1
N -0.819 -2.253 -0.603
C -0.207 -1.195 0.142
O -0.920 -0.756 1.121
N 0.583 -0.293 -0.641
C 1.094 0.811 -0.038
C -0.327 1.843 -0.070
O -0.962 1.634 1.079
H -1.819 -2.098 -0.720
H -0.367 -2.419 -1.494
H 0.915 -1.601 0.351
H 1.892 1.277 -0.607
H 1.187 0.837 1.045
H -0.841 1.622 -1.009
H 0.170 2.813 -0.093
H -1.101 0.564 1.158
*
```

Values from the calculation:
E = -10311.5114 eV
HOMO energy (alpha / beta) = -0.3388 / -0.3388 Eh
Kohn-Sham gap (alpha / beta) = 7.51 / 7.52 eV



(2)
Entry from OMol25: a 2-piece molecular cluster, C3H8N2O2 overall at a distorted geometry (wB97M-V/def2-TZVPD).

ORCA input file:
```
! RIJCOSX wB97M-V def2-TZVPD def2/J DEFGRID3
* xyz 0 1
C -0.414 -1.134 -0.837
N 0.545 -0.624 -0.199
C 0.870 0.772 -0.378
N 2.264 1.003 -0.241
O 0.175 1.631 0.406
H -0.601 -2.194 -0.904
H -0.799 -0.537 -1.656
H 0.687 0.902 -1.478
H 2.516 0.976 0.740
H 2.818 0.302 -0.725
H -0.845 1.260 0.732
C -1.776 -0.556 1.489
O -2.095 0.591 1.187
H -0.823 -0.922 1.880
H -2.601 -1.210 1.767
*
```

Values from the calculation:
structure (SMILES) = C=N[C@H](N)O.C=O
E = -10313.1117 eV
HOMO energy = -0.3376 Eh
Kohn-Sham gap = 8.75 eV



(3)
Entry from OMol25: C3H8N2O2 as an isolated structure at a distorted geometry (wB97M-V/def2-TZVPD).

ORCA input file:
```
! RIJCOSX wB97M-V def2-TZVPD def2/J DEFGRID3
* xyz 0 1
C 0.646 2.057 -0.575
C 0.709 -0.469 -0.014
C -0.060 -1.629 0.565
H 1.492 2.359 -1.541
H 1.445 2.146 0.483
H -0.241 3.099 -0.641
H -1.501 0.126 0.474
H 2.261 0.546 0.460
H 0.565 -2.035 1.586
H -0.201 -2.582 -0.212
H -2.204 -1.697 -0.181
N 0.067 0.589 -0.721
N 1.918 -0.602 0.476
O -1.406 0.664 -0.614
O -1.505 -0.868 0.792
*
```

Values from the calculation:
E = -10304.0055 eV
HOMO energy = -0.3029 Eh
Kohn-Sham gap = 6.62 eV



Question: Among the records above, which one has the lowest E?
Answer: number 2